# 1
Density functional theory data (the ωB97M-V functional and the def2-TZVPD basis) for a molecular structure, C45H54As2FN4O12SiSn.

Element x y z (Å)
Sn 0.6260 0.9649 -0.9998
C -3.9097 2.1708 -0.9790
Si -2.6248 1.3509 0.1565
C -2.4794 -0.4672 -0.3715
C -3.2443 1.3570 1.9538
N -1.0717 2.1039 -0.0169
C -0.8825 3.4444 0.2564
C -1.9079 4.3412 0.6148
C -1.6694 5.6783 0.8731
C -0.3893 6.2008 0.7714
C 0.6448 5.3542 0.4064
C 0.4008 4.0136 0.1756
O 1.4404 3.1609 -0.2313
C 2.6896 3.3008 0.3705
C 3.8057 3.1524 -0.4344
C 5.0689 3.2492 0.1244
C 5.2176 3.4947 1.4814
C 4.0915 3.6188 2.2830
C 2.8238 3.5166 1.7341
H -4.5064 1.4234 -1.5061
H -3.3914 2.7857 -1.7184
H -4.5990 2.8184 -0.4329
H -3.2740 -0.7410 -1.0675
H -2.5525 -1.1373 0.4874
H -1.5257 -0.6685 -0.8643
H -4.1564 0.7634 2.0570
H -3.4644 2.3647 2.3082
H -2.4942 0.9364 2.6293
H -2.9224 3.9748 0.6737
H -2.4980 6.3161 1.1553
H -0.1993 7.2487 0.9563
H 1.6510 5.7401 0.3060
H 3.6691 2.9486 -1.4888
H 5.9423 3.1329 -0.5033
H 6.2043 3.5861 1.9157
H 4.1951 3.7937 3.3462
H 1.9391 3.6106 2.3509
C 4.4758 -2.7730 5.0841
C 3.7016 -3.5496 4.0237
N 2.8004 -2.6909 3.2561
C 3.2687 -2.1161 2.1191
C 2.5436 -1.3314 1.2850
C 3.2377 -0.7516 0.0574
O 4.2022 -1.3675 -0.3834
O 2.7613 0.3501 -0.3635
C 1.1535 -1.1316 1.5453
O 0.3362 -0.5937 0.7747
C 0.6828 -1.6565 2.8277
C -0.6290 -1.3968 3.2200
C -1.1195 -1.8963 4.3930
F -2.4141 -1.6453 4.6887
C -0.3189 -2.6552 5.2613
C 0.9966 -2.8823 4.8813
C 1.5117 -2.4241 3.6627
N -0.7507 -3.1690 6.5157
C -2.0199 -2.7194 7.0895
C -2.1274 -3.2755 8.5208
N -0.7435 -3.5727 8.9978
C -0.1841 -4.7512 8.2627
C -0.5501 -4.5885 6.7763
H 5.1298 -3.4429 5.6421
H 3.8020 -2.2767 5.7840
H 5.0929 -2.0099 4.6102
H 3.1242 -4.3581 4.4704
H 4.3951 -4.0060 3.3202
H 4.2998 -2.3269 1.8610
H -1.2577 -0.8063 2.5653
H 1.6412 -3.4076 5.5724
H -2.8922 -3.0509 6.5215
H -2.0266 -1.6317 7.1080
H -2.6965 -4.2021 8.5572
H -2.5970 -2.5548 9.1854
H -0.7092 -3.7169 10.0052
H -0.1655 -2.7645 8.7554
H -0.6107 -5.6608 8.6805
H 0.8927 -4.7619 8.4194
H -1.4551 -5.1632 6.5407
H 0.2499 -4.9833 6.1596
C 1.6810 -3.3872 -2.0350
O 1.1941 -2.1401 -2.5501
C 0.0601 -2.2014 -3.2662
O -0.5495 -3.2267 -3.4312
C -0.3391 -0.8245 -3.6914
C -1.6250 -0.5936 -4.0538
As -2.0420 -1.7494 -5.5955
C -3.8778 -1.3192 -6.1620
C -1.0018 -0.3037 -6.5591
C 0.0822 0.3681 -6.1713
As 0.9961 0.4382 -4.3540
C 2.3641 -0.8681 -4.8834
C 0.9612 1.0234 -7.1971
O 1.3681 0.4222 -8.1534
O 1.3732 2.2872 -6.9870
C 0.6373 3.2060 -6.1742
C -1.4813 -0.3937 -7.9755
O -1.6417 -1.4866 -8.4577
O -1.8204 0.6924 -8.6781
C -1.7454 2.0141 -8.1522
C -2.0832 0.8228 -3.9840
O -1.4226 1.7334 -3.5284
O -3.3490 0.9695 -4.3691
C -3.9379 2.2724 -4.2863
H 2.7228 -3.2227 -1.7790
H 1.5763 -4.1705 -2.7827
H 1.1054 -3.6648 -1.1497
H -4.5553 -1.4802 -5.3249
H -4.1247 -2.0229 -6.9551
H -3.9897 -0.3049 -6.5338
H 1.9206 -1.7834 -5.2758
H 3.0020 -1.0945 -4.0311
H 2.9734 -0.4161 -5.6670
H 0.2891 4.0121 -6.8198
H 1.3092 3.6134 -5.4217
H -0.2124 2.7416 -5.6754
H -0.8165 2.4873 -8.4740
H -1.8095 2.0341 -7.0650
H -2.5847 2.5630 -8.5736
H -4.5906 2.3834 -5.1486
H -3.1707 3.0435 -4.2825
H -4.5247 2.3360 -3.3722

Forces on the atoms, in the same order (eV/Å):
-0.3513 0.2431 0.4456
0.1771 0.0206 0.3697
-0.1975 -0.2144 -0.0426
0.0719 0.3127 0.0437
0.0857 0.0856 -0.2478
0.4952 -0.4414 0.0441
0.1972 -0.0142 -0.0244
0.0429 -0.1177 -0.0491
0.0010 0.0386 0.0337
-0.0727 -0.0001 -0.0092
0.1433 -0.0382 -0.0363
-0.1966 0.2736 0.0520
-0.1100 -0.3449 -0.0276
0.4974 0.0241 0.1907
-0.2324 0.0716 -0.1484
0.0603 0.0183 0.0402
-0.0196 -0.0179 0.0408
0.0444 -0.0232 0.0027
-0.2950 -0.0494 -0.0867
0.0259 -0.0472 0.0815
0.0196 -0.0434 0.1403
-0.0220 0.0017 -0.0072
0.0002 0.0327 -0.0370
0.0848 -0.0099 -0.0101
-0.1244 -0.1923 -0.0498
-0.0078 -0.0141 -0.0591
-0.0011 0.0194 0.0127
-0.0009 0.0350 -0.0510
-0.0482 -0.0232 0.0451
0.0106 0.0073 -0.0291
0.0221 -0.0095 0.0001
0.0324 -0.0502 -0.0042
0.0402 0.0059 0.0146
-0.0235 -0.0050 -0.0204
0.0045 -0.0161 -0.0182
0.0085 0.0218 -0.0057
0.0004 0.0324 0.0071
-0.0744 -0.0378 -0.0870
0.1916 0.1240 0.2734
0.1181 0.0225 -0.1551
-0.0395 -0.1115 0.0940
-0.1569 0.2117 -0.3130
0.2001 -0.3110 0.1486
-0.1157 0.1013 0.0564
-0.3531 0.3477 -0.0942
0.2765 -0.1282 0.1018
-0.1135 0.3073 -0.0265
-0.0349 -0.0657 0.0651
0.0491 -0.0478 0.0104
-0.0012 0.0399 -0.1277
-0.0102 -0.0725 0.1454
0.1914 0.0496 -0.0523
-0.0162 -0.0869 0.1273
-0.2403 0.1207 -0.0644
-0.1245 0.0191 0.0414
0.1186 0.0422 -0.0816
-0.2604 0.1365 -0.2099
-0.0126 0.0223 0.0294
0.1084 -0.2638 -0.3283
-0.1046 0.0204 0.0331
0.0001 0.0011 -0.0003
0.0103 0.0081 0.0078
0.0045 0.0149 0.0364
-0.0258 -0.0312 -0.0826
-0.0519 -0.0178 -0.0421
-0.0122 -0.0328 -0.0195
-0.0299 -0.0638 0.0159
0.0007 0.0039 -0.0063
-0.0177 -0.0186 0.0232
-0.0243 0.0155 -0.0064
0.0921 -0.0537 0.0710
0.0635 -0.0227 0.0676
0.0115 0.0136 0.0408
0.0540 0.0082 0.0811
-0.0336 0.0662 0.1107
-0.0071 0.0759 0.0480
0.0140 0.0003 -0.0001
0.0078 -0.0120 -0.0062
-0.0630 -0.0695 0.0177
0.0690 0.1942 0.0524
0.0609 -0.5303 -0.0979
-0.0592 0.1467 0.0462
-0.3114 -0.1809 0.0103
0.2224 0.0723 0.0183
0.0855 -0.0272 0.1268
0.0910 0.0758 -0.0398
-0.2758 -0.1225 -0.0777
0.2453 -0.0789 0.2847
0.0333 0.1703 -0.2878
0.0548 -0.1391 0.0001
-0.1464 -0.0974 -0.3167
0.0295 0.0485 0.1242
0.0627 0.1160 0.0494
0.0156 0.0338 0.1107
0.1410 -0.1703 -0.2060
-0.0609 0.1741 0.0446
-0.0796 0.0207 -0.0189
0.0132 0.1122 -0.0324
-0.0810 0.3272 0.2759
0.0550 -0.0123 -0.0741
-0.1086 -0.2511 -0.2319
-0.1005 0.1934 -0.0603
0.0126 0.0837 0.0413
0.0226 0.0198 0.0022
0.0172 0.0030 -0.0352
0.0629 0.0435 0.0450
0.0598 -0.0090 -0.0002
-0.0203 0.0530 0.0531
0.0217 0.0074 0.0038
-0.0301 0.0537 -0.0060
-0.0599 0.0681 -0.0213
-0.0082 -0.0245 -0.0026
0.0072 -0.0329 -0.0033
0.0272 -0.0251 0.0112
-0.0305 -0.0509 -0.0161
-0.0730 -0.0668 -0.0243
0.0047 -0.0352 -0.0136
0.0465 -0.0748 -0.0488
-0.0097 -0.0102 -0.0040
0.0421 0.0238 -0.2248

HOMO (eV): -8.7
ΔE to the lowest compared entry with this formula, charge and spin (kcal per mole): 28.7
Maximum force (hartree/bohr): 0.013
LUMO level (eV): -3.42
Total energy (eV): -216168.2164
Frontier orbital gap (eV): 5.29
Charge: +1


# 2
Density functional theory data (the ωB97M-V functional and the def2-TZVPD basis) for a molecular structure, C45H54BaN8O5 in a non-equilibrium geometry.

Element x y z (Å)
Ba 0.1360 -1.4500 -0.8519
O -5.3453 -0.8761 -2.5068
C -4.6803 -0.2282 -3.4769
C -5.4355 0.4051 -4.4659
C -4.8189 1.0867 -5.4971
C -3.4349 1.1534 -5.5577
C -2.6806 0.5301 -4.5842
C -3.2776 -0.1487 -3.5291
C -2.3985 -0.8172 -2.5329
O -1.1413 -0.6688 -2.5858
N -3.0318 -1.5128 -1.6236
N -2.2841 -2.2614 -0.7586
C -1.6508 -3.2380 -1.2745
C -0.8590 -4.1954 -0.5330
C -1.4128 -5.0406 0.4137
C -0.6590 -6.0625 0.9638
C 0.6347 -6.2651 0.5007
C 1.1935 -5.4416 -0.4528
C 0.4949 -4.3237 -0.9558
O 1.0393 -3.4395 -1.7077
H -4.6559 -1.2913 -1.9211
H -6.5108 0.3382 -4.3994
H -5.4225 1.5703 -6.2525
H -2.9525 1.6806 -6.3683
H -1.6011 0.5559 -4.6027
H -1.6948 -3.3890 -2.3648
H -2.4548 -4.9172 0.6865
H -1.0856 -6.7153 1.7129
H 1.2194 -7.0854 0.8989
H 2.1932 -5.6188 -0.8255
C -3.7893 2.3875 1.8602
C -2.8695 3.3064 1.1149
C -3.3108 4.5072 0.5836
C -2.4463 5.3374 -0.1070
C -1.1396 4.9391 -0.3189
C -0.6646 3.7477 0.2058
C 0.7363 3.2833 -0.0389
C -1.5274 2.9426 0.9543
N -1.0834 1.7611 1.5406
C -0.6709 1.7381 2.7348
C -0.5417 2.9643 3.6059
C -0.3250 0.4521 3.3748
C -0.5776 0.3798 4.8605
N 0.1632 -0.4958 2.6958
C 0.6006 -1.6730 3.3007
C -0.2410 -2.7845 3.4225
C -1.6570 -2.7067 2.9477
C 0.2606 -3.9330 4.0159
C 1.5543 -3.9796 4.5036
C 2.3759 -2.8731 4.3813
C 1.9188 -1.7189 3.7689
C 2.8010 -0.5135 3.6167
H -4.8148 2.7471 1.8237
H -3.4895 2.3088 2.9056
H -3.7408 1.3880 1.4282
H -4.3421 4.7992 0.7246
H -2.7922 6.2905 -0.4810
H -0.4737 5.5614 -0.8992
H 1.3290 4.0743 -0.4941
H 0.6982 2.4216 -0.7092
H 1.2099 2.9641 0.8897
H -0.4493 3.8488 2.9824
H 0.3215 2.8977 4.2608
H -1.4322 3.0807 4.2208
H -1.5632 0.7742 5.0958
H 0.1574 0.9685 5.4067
H -0.5106 -0.6493 5.2058
H -2.2080 -1.9430 3.4984
H -2.1538 -3.6632 3.0847
H -1.6871 -2.4378 1.8912
H -0.3755 -4.8003 4.1089
H 1.9206 -4.8767 4.9804
H 3.3847 -2.8984 4.7725
H 3.8456 -0.7892 3.7433
H 2.5547 0.2382 4.3686
H 2.6561 -0.0664 2.6326
C -4.4973 4.4619 -3.2166
C -4.3698 3.0912 -2.5516
C -2.9867 2.7560 -2.3271
N -1.8775 2.5513 -2.1396
H -5.5469 4.7143 -3.3660
H -4.0064 4.4516 -4.1887
H -4.0328 5.2325 -2.6037
H -4.8106 2.3275 -3.1949
H -4.8884 3.0691 -1.5896
C 3.4144 -4.4840 1.6771
N 3.8845 -3.2577 1.0789
C 5.3129 -3.0620 0.9870
C 3.0417 -2.3134 0.6661
O 1.8305 -2.3305 0.7560
H 3.6463 -4.5080 2.7433
H 3.8846 -5.3382 1.1872
H 2.3369 -4.5346 1.5344
H 5.8126 -4.0024 1.2033
H 5.6628 -2.3160 1.7053
H 5.5969 -2.7390 -0.0147
H 3.5692 -1.4526 0.2227
N 2.1903 0.2647 -1.2295
C 2.9382 0.9520 -1.7714
N 3.8551 1.7050 -2.3069
C 4.4099 1.3843 -3.6146
C 5.8527 1.8974 -3.6607
O 5.9101 3.2761 -3.3823
C 5.4215 3.5455 -2.0913
C 3.9588 3.1120 -1.9464
H 3.8267 1.8782 -4.4023
H 4.3786 0.3053 -3.7663
H 6.2725 1.7683 -4.6587
H 6.4677 1.3472 -2.9326
H 5.5137 4.6228 -1.9470
H 6.0395 3.0246 -1.3441
H 3.3344 3.7185 -2.6149
H 3.6231 3.2444 -0.9179

Forces on the atoms, in the same order (eV/Å):
2.3116 2.7742 2.4470
-0.1550 0.1181 -0.1289
-0.0580 -0.0417 0.0109
-0.0544 -0.1148 -0.0668
-0.1301 -0.0551 0.1002
0.1588 0.1109 -0.2120
-0.0420 -0.0089 0.0550
-0.0281 -0.1572 -0.1074
-0.6470 0.3304 0.0083
-0.7906 0.5615 -1.9076
-0.9636 0.0436 -0.4126
-0.5095 -0.8333 0.5781
-2.1713 -1.1322 -1.0683
0.4440 -0.0429 -0.0503
-0.0287 -0.2531 0.3803
-0.3965 0.0861 0.1507
0.2333 -0.0169 -0.1940
0.0381 -0.1659 0.0635
-0.0155 -1.0058 0.3565
0.4400 -0.7604 -1.1757
0.1563 -0.0002 0.0329
-0.1199 -0.0169 -0.0022
-0.0417 0.0246 -0.0638
0.0490 0.0279 -0.0442
0.0586 0.0621 0.0097
0.0495 0.0963 0.1233
0.0224 0.0597 0.0172
-0.0256 -0.0473 -0.0122
0.0200 -0.0736 -0.0078
0.1014 0.0293 0.0080
0.0342 0.0387 -0.0332
0.1220 -0.1862 0.0532
0.0325 0.0208 -0.0148
0.0022 0.0987 -0.0852
-0.0029 0.0465 0.1848
0.0417 -0.0977 0.2230
-0.1523 -0.0615 -0.0217
-0.2714 1.1053 -0.1403
0.1133 -1.0131 -0.1080
-0.1512 0.7815 -0.2869
-0.0121 0.0510 -0.2537
0.1171 -0.7335 0.5852
0.0688 -0.2140 -0.0329
-0.1360 0.5205 -0.8291
0.2135 -0.6931 0.6660
0.0807 0.2366 -0.0331
0.1062 0.0772 -0.0500
0.1434 -0.0037 0.0383
0.0009 -0.0477 0.0975
-0.0649 0.0078 0.0217
-0.1044 0.1218 -0.0306
-0.0954 -0.1281 0.0047
-0.0620 -0.0023 0.0091
-0.0780 -0.0765 0.1134
-0.0681 -0.1010 0.0377
-0.1171 0.0134 0.0386
-0.0365 0.0396 -0.0879
0.0952 0.0605 -0.0460
0.0536 0.0234 -0.0449
0.1070 0.0081 -0.0203
0.1487 -0.0236 0.0053
-0.0151 0.0839 -0.0123
0.0736 -0.0148 0.0986
-0.0682 0.0414 0.1426
-0.0931 0.0713 0.0537
0.0295 0.0625 0.0801
-0.0208 0.0024 0.0173
-0.1024 0.0481 -0.0016
-0.0841 -0.0317 -0.0480
-0.1828 -0.0043 -0.0549
-0.1197 -0.0830 -0.0242
0.0339 -0.0979 0.0364
0.1044 -0.0083 -0.0048
0.0989 0.0338 0.0198
0.0530 0.1460 -0.0141
0.0661 0.0779 -0.0273
-0.0270 0.0392 0.0002
-0.6100 0.1663 -0.1891
0.1394 0.0412 0.1663
0.6019 -0.2253 -0.0738
0.0046 -0.0136 0.0172
0.0116 0.0170 -0.0196
-0.0076 0.0463 0.0022
0.0305 0.0226 0.1503
0.0174 -0.0257 -0.0545
-0.2669 -0.1333 0.1679
0.0602 -0.3223 0.0638
0.2115 0.3215 -0.0530
0.7513 0.3474 -0.0468
0.4220 -0.4505 0.9200
0.0088 -0.0372 -0.0547
-0.0355 0.0019 -0.0454
0.1303 -0.0553 0.1889
0.0022 -0.0080 -0.0518
0.0471 -0.0463 0.0278
0.0507 -0.0127 -0.0133
-0.0316 0.0286 -0.0514
0.1366 0.1188 0.0726
-0.0291 -0.1768 0.2443
0.5741 0.4218 -0.3244
0.4134 0.0046 -0.3851
-0.1488 -0.2919 -0.1119
-0.0313 0.0921 -0.1363
-0.2486 0.0485 0.2647
0.2930 0.4957 0.0827
0.0081 -0.0780 0.0620
-0.0056 0.0507 -0.0012
-0.0549 -0.0901 0.0603
-0.0646 -0.0144 -0.0784
-0.0575 -0.0827 0.0818
-0.0796 0.0518 -0.0207
-0.0080 -0.0561 0.0870
-0.0152 0.0092 -0.0578

HOMO (eV): -7.1
ΔE to the lowest compared entry with this formula, charge and spin (kcal per mole): 25.6
Maximum force (hartree/bohr): 0.085
LUMO level (eV): 0.04
Total energy (eV): -70393.7858
Frontier orbital gap (eV): 7.11


Q: What is the frontier orbital gap in the first record?
A: 5.29 eV